(1)
# C44H88O27

11 unconnected molecules or ions with the total composition C44H88O27 (the ωB97M-V functional and the def2-TZVPD basis, OMol25).

Element x y z (Å)
C -2.3838 -5.1300 0.0431
C -0.8956 -4.7948 -0.0389
O -0.1815 -5.8182 -0.6991
C 0.2824 -6.8642 -0.0123
O 0.4548 -6.8712 1.1830
O 0.5746 -7.8171 -0.8668
C 1.2193 -8.9941 -0.4269
H -2.6264 -5.9984 0.6669
H -2.7427 -5.5972 -0.8792
H -2.9424 -4.2367 0.3083
H -0.5109 -4.6077 0.9651
H -0.7860 -3.8622 -0.5905
H 1.0088 -9.3606 0.5744
H 2.2867 -8.8944 -0.6233
H 0.9047 -9.8053 -1.0875
C -4.1880 -4.3984 -3.0610
C -3.2967 -4.0818 -4.2426
O -1.9263 -3.9570 -3.9137
C -1.5061 -2.8215 -3.3911
O -2.2204 -1.9359 -2.9964
O -0.1785 -2.8595 -3.3751
C 0.6061 -1.7547 -2.9242
H -4.2195 -3.5901 -2.3310
H -4.1086 -5.3879 -2.6160
H -5.2374 -4.4317 -3.3868
H -3.6505 -3.1761 -4.7444
H -3.4042 -4.8306 -5.0269
H -0.0394 -0.9663 -2.5388
H 1.2267 -1.4350 -3.7574
H 1.2050 -2.1080 -2.0852
C -1.6955 1.3391 -4.5400
C -0.2197 1.1647 -4.8421
O 0.4926 2.2816 -4.3446
C 1.8097 2.3476 -4.3227
O 2.5359 1.4150 -4.5933
O 2.1572 3.5643 -3.9246
C 3.5616 3.8648 -4.0111
H -1.8848 1.5360 -3.4872
H -2.2433 0.4757 -4.9140
H -2.0584 2.2009 -5.1073
H -0.0877 1.0063 -5.9129
H 0.1287 0.2758 -4.3198
H 3.6721 4.9200 -3.7649
H 3.9488 3.7173 -5.0139
H 4.0395 3.3203 -3.1978
C -4.1100 -6.1944 5.0310
C -3.8914 -5.1387 3.9617
O -5.1492 -4.4932 3.7519
C -5.1815 -3.4776 2.8917
O -4.2284 -3.0235 2.3308
O -6.4400 -3.1064 2.7622
C -6.7428 -2.2044 1.7231
H -3.2933 -6.9102 5.0970
H -4.9374 -6.8467 4.7261
H -4.4640 -5.7587 5.9638
H -3.6476 -5.6600 3.0343
H -3.1346 -4.4133 4.2533
H -6.6459 -1.1688 2.0595
H -7.7892 -2.3208 1.4449
H -6.1389 -2.3355 0.8254
C 6.2464 -3.0064 -7.2381
C 6.7321 -3.4557 -5.8595
O 5.7556 -3.2350 -4.8440
C 5.6044 -1.9956 -4.4002
O 6.1146 -1.0323 -4.8971
O 4.7502 -2.0119 -3.3861
C 4.5526 -0.8086 -2.6862
H 5.3433 -3.5647 -7.4852
H 7.0486 -3.1939 -7.9518
H 6.0054 -1.9474 -7.2527
H 7.6974 -2.9926 -5.6501
H 6.8732 -4.5351 -5.8504
H 5.4149 -0.5268 -2.0744
H 3.7126 -0.9570 -2.0077
H 4.3036 0.0082 -3.3685
C -2.8122 -0.9986 0.0857
C -1.7040 -0.1965 0.7131
O -0.5766 -0.1655 -0.1534
C 0.4609 0.5480 0.2497
O 0.7114 1.0071 1.3303
O 1.2559 0.6844 -0.8034
C 2.3957 1.5433 -0.7672
H -3.6511 -1.0334 0.7792
H -2.4596 -2.0314 0.0402
H -3.0626 -0.6412 -0.9120
H -1.4907 -0.7401 1.6399
H -2.0327 0.7955 1.0282
H 2.4512 2.0369 -1.7352
H 3.2507 0.8728 -0.6943
H 2.2419 2.2683 0.0306
C -0.8233 10.4391 -1.0228
C -0.5370 9.5101 0.1332
O 0.4494 8.5770 -0.2678
C 0.5970 7.4710 0.4694
O -0.0743 7.1611 1.4104
O 1.6405 6.8194 -0.0195
C 2.0410 5.6478 0.7012
H -1.7513 10.9960 -0.8623
H -0.8629 9.9025 -1.9686
H -0.1417 11.2873 -1.1327
H -1.4375 8.9710 0.4375
H -0.2104 10.0806 1.0078
H 2.5596 5.9575 1.6086
H 2.8375 5.1156 0.1861
H 1.1550 5.0333 0.8302
C 2.4134 -0.3421 9.2397
C 3.1846 -1.0380 8.1210
O 3.2794 -0.1385 7.0118
C 3.0499 -0.5924 5.7923
O 2.9576 -1.7368 5.4472
O 3.0063 0.4835 4.9944
C 2.9666 0.2311 3.5938
H 1.6183 0.3013 8.8744
H 3.1148 0.1808 9.8878
H 1.9519 -1.0892 9.8906
H 2.7920 -2.0007 7.7957
H 4.2038 -1.2454 8.4528
H 2.1843 -0.5059 3.4245
H 3.9250 -0.1033 3.1932
H 2.7193 1.1369 3.0447
C -2.1888 3.6195 3.9901
C -0.8970 3.7764 3.1957
C 0.1951 3.1292 4.0651
O -0.5330 2.4343 5.0867
C -1.9100 2.3221 4.7306
H -3.0260 3.5083 3.3010
H -2.2760 4.4525 4.6840
H -0.7911 4.8257 2.9088
H -0.8898 3.2550 2.2322
H 0.7874 3.9054 4.5582
H 0.8174 2.3703 3.5912
H -2.4877 2.2291 5.6509
H -1.9997 1.4074 4.1334
C -5.4568 1.0711 -3.7358
C -5.4104 -0.4406 -3.4334
C -6.7958 -0.8667 -3.9134
O -7.6354 0.2915 -3.9255
C -6.9082 1.4429 -3.4997
H -5.1017 1.2633 -4.7480
H -4.7954 1.5875 -3.0356
H -5.2580 -0.6228 -2.3663
H -4.5393 -0.8732 -3.9223
H -7.3036 -1.5723 -3.2588
H -6.6224 -1.2341 -4.9293
H -7.1309 1.5657 -2.4322
H -7.2082 2.3558 -4.0137
C 5.9817 3.1928 2.5417
C 5.3141 3.4363 3.8474
C 3.9744 4.0782 3.4381
O 3.7182 3.5950 2.1059
C 4.8089 2.7369 1.6827
H 6.7084 2.3813 2.6004
H 6.3205 4.1150 2.0672
H 5.8076 4.0563 4.5976
H 5.0706 2.5039 4.3654
H 4.0191 5.1680 3.4000
H 3.1861 3.6990 4.0895
H 5.0007 2.9035 0.6229
H 4.4264 1.7344 1.8875

Calculated values
Orbital gap   9.51 eV
Energy   -3760.7893 Eh
SMILES   CCOC(=O)OC.CCOC(=O)OC.CCOC(=O)OC.CCOC(=O)OC.CCOC(=O)OC.CCOC(=O)OC.CCOC(=O)OC.CCOC(=O)OC.C1CCOC1.C1CCOC1.C1CCOC1
Net charge   0
ΔE to the lowest compared entry with this formula, charge and spin   82.0 kcal per mole
Spin multiplicity   1

=====

(2)
# C44H94F12N8O12

10 unconnected molecules or ions with the total composition C44H94F12N8O12 (the ωB97M-V functional and the def2-TZVPD basis, OMol25).

Element x y z (Å)
C -23.5506 5.4131 -3.9824
C -22.7384 4.2684 -4.5551
C -23.4439 3.8089 -5.8423
O -23.0152 2.5040 -6.2583
C -22.7245 2.2770 -7.6814
N -21.3755 4.6096 -5.0521
H -20.8016 4.5503 -4.1965
H -21.1376 3.7448 -5.5386
H -20.7939 6.2326 -5.8522
H -23.2491 5.6057 -2.9804
H -24.5666 4.9980 -3.7980
H -23.6231 6.3732 -4.5450
H -22.7218 3.4739 -3.8506
H -23.2767 4.5604 -6.6440
H -24.5617 3.6756 -5.7227
H -22.8939 1.2235 -7.7904
H -21.7324 2.5687 -7.9270
H -23.4497 2.8219 -8.2544
C -30.3077 10.7118 -15.4504
C -29.1850 11.2385 -16.2915
C -29.0916 12.7633 -16.2648
O -27.9308 13.2285 -16.8332
C -27.6702 14.5796 -16.6846
N -27.8877 10.8251 -15.5949
H -27.4454 10.0311 -16.0880
H -27.2190 11.5529 -15.5526
H -27.9878 10.6551 -14.6143
H -30.4372 9.6236 -15.3645
H -31.1511 11.3078 -15.7114
H -30.2486 11.0882 -14.4080
H -29.1899 10.9067 -17.3043
H -29.1048 13.1786 -15.2630
H -30.0084 13.1812 -16.6365
H -27.0888 14.8692 -17.5429
H -27.1587 14.8238 -15.7202
H -28.6564 15.2136 -16.6986
C -31.4572 9.8197 -8.0752
C -31.3119 8.7841 -7.0342
C -31.5907 7.3735 -7.6175
O -31.4498 6.4268 -6.5201
C -31.9968 5.1293 -6.7406
N -29.8707 8.8730 -6.6334
H -29.7683 9.8036 -6.2870
H -29.6994 8.1878 -5.9407
H -23.6803 12.8380 -12.0193
H -30.5963 9.8332 -8.8195
H -31.4298 10.8391 -7.7092
H -32.4072 9.7972 -8.6882
H -32.0956 8.9211 -6.2800
H -30.8278 7.1860 -8.4005
H -32.6170 7.2562 -8.0637
H -31.2201 4.5127 -7.1931
H -32.8417 5.1426 -7.4786
H -32.3975 4.6993 -5.7594
C -19.2132 13.7390 -5.5300
C -19.3684 12.2292 -5.4310
C -18.9033 11.6214 -4.1418
O -17.4564 11.6454 -4.0411
C -17.0351 11.5684 -2.6690
N -20.7454 11.9619 -5.7340
H -21.1925 11.4708 -4.9219
H -22.6558 12.4951 -5.9483
H -20.8371 11.2573 -6.4762
H -19.5017 14.0508 -6.5481
H -18.2027 14.1728 -5.3564
H -19.9951 14.1488 -4.8619
H -18.8250 11.7977 -6.2780
H -19.4126 10.6125 -4.1698
H -19.3505 12.2249 -3.3251
H -15.9986 11.3398 -2.7637
H -17.4665 10.7093 -2.1437
H -17.1522 12.4567 -2.0450
C -14.4686 10.0469 -4.8024
C -14.2576 9.9634 -6.2852
N -14.9092 11.0505 -7.1017
C -15.6158 12.1099 -6.5740
C -16.3959 12.6142 -7.5707
N -16.2101 11.8031 -8.6751
C -15.3473 10.8675 -8.3737
C -16.6379 12.1254 -10.0001
H -15.4834 10.0807 -4.5501
H -13.8681 10.8480 -4.3487
H -14.0641 8.9729 -4.4893
H -14.7290 9.0564 -6.5766
H -13.2004 9.9545 -6.6273
H -15.4230 12.5153 -5.6085
H -17.0864 13.3625 -7.5854
H -15.0497 10.0669 -9.0902
H -16.4926 11.2975 -10.6919
H -15.9448 12.8289 -10.4326
H -17.6160 12.4456 -9.9957
C -22.6088 15.4546 -6.1176
C -21.5063 16.0779 -6.9050
N -21.7814 17.3176 -7.6261
C -21.9885 17.4585 -8.9880
C -21.6425 18.7063 -9.3040
N -21.3516 19.3533 -8.1056
C -21.4054 18.4589 -7.1234
C -21.2218 20.8050 -7.8809
H -23.4300 15.0657 -6.7014
H -23.0912 16.1631 -5.4726
H -22.1734 14.7212 -5.5143
H -21.1673 15.3802 -7.7012
H -20.7004 16.4705 -6.2529
H -22.2202 16.6683 -9.6211
H -21.5811 19.2165 -10.2072
H -21.0938 18.6374 -6.1006
H -20.6941 21.2784 -8.6935
H -20.5811 20.9825 -7.0356
H -22.1744 21.3024 -7.7053
C -23.8715 12.2589 -7.4073
O -25.2185 12.4374 -7.5761
O -23.5707 12.5871 -6.0823
C -23.7400 10.7710 -7.7444
F -24.3937 10.0228 -6.8902
F -24.1932 10.4062 -8.9575
F -22.3868 10.3955 -7.6186
C -25.5817 13.8586 -7.8111
C -26.9809 14.0018 -8.3401
H -27.6689 13.5560 -7.6730
H -27.2083 15.0604 -8.3371
H -27.1239 13.6186 -9.3245
H -24.8219 14.3612 -8.4191
H -25.5640 14.3898 -6.8388
H -23.1351 12.8031 -8.1268
C -19.8825 7.7805 -6.6226
O -19.6468 7.0860 -7.8060
O -20.8369 7.2026 -5.8668
C -18.5344 7.8287 -5.9815
F -17.6989 8.5070 -6.7170
F -18.6776 8.4920 -4.7974
F -18.0020 6.6422 -5.8086
C -20.6000 7.1761 -8.8002
C -21.5875 5.9876 -8.8889
H -21.0345 5.0408 -9.1226
H -22.1514 5.7135 -8.0403
H -22.1460 6.2455 -9.7600
H -20.1694 7.3048 -9.7892
H -21.0924 8.1604 -8.5869
H -20.2085 8.8748 -6.8053
C -20.2825 14.2379 -9.8327
O -19.5458 13.0848 -9.1425
O -21.4829 14.5847 -9.3317
C -19.1416 15.3349 -9.6213
F -19.4818 16.5036 -10.1316
F -18.8923 15.4873 -8.3449
F -18.0147 14.8780 -10.2852
C -20.2119 11.9036 -9.3186
C -19.2821 10.7421 -9.0234
H -19.8674 9.8542 -8.6874
H -18.8561 10.4635 -9.9744
H -18.5541 10.8885 -8.2473
H -20.4940 11.7706 -10.3676
H -21.0739 11.8873 -8.6899
H -20.2096 13.9697 -10.9238
C -25.3377 11.7532 -11.8048
O -25.7612 10.5338 -12.3375
O -24.0875 11.9988 -12.4077
C -26.4121 12.8549 -12.2433
F -26.0106 14.0553 -11.8743
F -26.6531 13.0460 -13.5945
F -27.5065 12.6388 -11.5554
C -24.7767 9.4037 -12.1830
C -25.4191 8.2404 -11.3999
H -25.2248 8.2128 -10.3395
H -26.5329 8.1872 -11.6404
H -24.9556 7.2331 -11.6990
H -23.8774 9.9585 -11.6607
H -24.4916 9.1355 -13.2028
H -25.1523 11.6772 -10.6643

Calculated values
Orbital gap   7.82 eV
Energy   -4271.5302 Eh
Net charge   +2
Spin multiplicity   1

=====

no.,HOMO energy (eV),largest force on an atom (eV Å⁻¹)
1,-9.063,1.8
2,-11.516,3.6